1.
9 unconnected molecules or ions with the total composition C25H48FNO12 at a distorted geometry, computed with wB97M-V/def2-TZVPD.

Computed properties:
Orbital gap, eV: 7.3
SMILES string: CCOCc1c2c(cc(OC#N)c1[C@H](F)CC)C(=O)C=CC2=O.CO.CO.CO.CO.CO.CO.CO.CO
Strongest force on any atom, eV/Å: 12.08
E_HOMO, eV: -9.30
E_LUMO, eV: -2.03
Total charge: 0
Molecular weight, g mol⁻¹: 573.652

Each line ends with the Löwdin charge.
Element x y z (Å)
F1 -0.0207 -1.9416 4.7008  -0.118
O1 0.0114 4.8588 -6.9196  -0.136
O2 5.2581 0.2178 1.1249  -0.156
O3 -0.3776 0.7650 3.4767  -0.071
O4 -2.8618 -2.9971 5.4579  -0.134
O5 -7.0893 0.2791 -1.2358  -0.132
O6 -1.0289 -3.8049 -2.2003  -0.027
O7 1.5764 -4.0982 -0.6309  -0.214
O8 2.0060 6.8147 -0.8361  -0.139
O9 -3.2650 1.1340 -1.7725  -0.049
O10 1.4870 5.6929 1.7813  -0.145
O11 -0.6337 8.0107 -3.2298  -0.136
O12 -0.3888 -9.1796 0.1863  -0.147
N1 -1.8862 3.0752 3.4417  0.137
C1 3.5856 -1.5874 3.0474  -0.133
C2 -0.7944 -1.4409 -3.3240  0.025
C3 -2.1523 0.3740 -1.8223  -0.195
C4 -2.2934 -4.2213 5.8853  -0.175
C5 1.8685 -6.6114 0.0783  -0.120
C6 0.9021 -2.0408 3.5084  -0.184
C7 0.1119 -2.4067 0.7447  0.040
C8 -1.3971 -0.2359 -0.4608  -0.005
C9 5.6287 1.5837 1.0896  -0.154
C10 -0.7828 3.7257 -6.6202  -0.169
C11 0.8361 -3.8987 0.6424  -0.158
C12 -0.6916 -1.7504 -0.5389  0.032
C13 -1.4293 -0.0631 -3.2658  0.016
C14 -0.6778 6.8152 -3.9867  -0.172
C15 2.2412 -1.1672 3.9020  -0.196
C16 1.5167 -5.5000 -1.0766  -0.250
C17 0.1514 -1.4683 2.1281  0.060
C18 -7.0157 1.3435 -2.1664  -0.175
C19 -0.5404 0.0526 2.2007  -0.063
C20 0.1155 5.6690 2.1318  -0.173
C21 -1.7954 -9.0219 0.1519  -0.162
C22 3.0805 7.7025 -1.0841  -0.147
C23 -0.8424 -2.4945 -2.0257  -0.186
C24 -1.2905 1.9113 3.6041  -0.114
C25 -1.3291 0.6702 0.9033  0.078
H1 1.6400 -4.0765 1.5023  0.125
H2 1.1936 -3.1718 3.4346  0.140
H3 -2.2523 -9.9130 -0.2853  0.076
H4 3.5084 -1.1023 1.9644  0.076
H5 -0.2020 -9.9589 0.7371  0.085
H6 -1.5532 -4.0276 6.6656  0.075
H7 -2.1368 -2.4524 5.1069  0.049
H8 5.3939 -0.1385 0.2303  0.088
H9 -0.4903 5.5601 1.2288  0.072
H10 2.7598 8.7283 -0.8863  0.080
H11 -1.8212 -4.7210 5.0361  0.070
H12 2.6825 -6.2584 0.8419  0.083
H13 3.9112 7.4488 -0.4215  0.084
H14 -1.5212 6.8530 -4.6805  0.079
H15 2.5029 -1.3136 5.0535  0.129
H16 0.8623 -6.8032 0.6886  0.072
H17 -0.0112 -4.6863 0.8295  0.142
H18 -0.2643 -1.7070 -4.3412  0.121
H19 -6.2303 0.2360 -0.7822  0.076
H20 -1.3826 0.6800 -4.1739  0.114
H21 -6.2172 1.1452 -2.8856  0.069
H22 -1.4712 8.0695 -2.7392  0.086
H23 1.2843 7.0642 -1.4381  0.075
H24 -0.0670 4.8201 2.7948  0.044
H25 -1.7728 3.8450 -7.0670  0.078
H26 -0.1455 6.5954 2.6491  0.076
H27 0.0826 4.9101 -7.8880  0.085
H28 5.4876 2.0159 2.0829  0.082
H29 2.1282 -7.6666 -0.4142  0.098
H30 -0.7835 5.9606 -3.3141  0.076
H31 -6.8197 2.2789 -1.6367  0.075
H32 2.3614 -5.6136 -1.9127  0.137
H33 -3.0842 -4.8591 6.2869  0.077
H34 -2.1705 -8.8674 1.1666  0.076
H35 3.6953 -2.7518 2.9877  0.075
H36 -1.8145 1.7343 0.8723  0.110
H37 4.9993 2.1144 0.3710  0.078
H38 0.5082 -5.8202 -1.5765  0.120
H39 6.6797 1.6698 0.8030  0.075
H40 -2.0404 -8.1515 -0.4612  0.080
H41 0.2520 6.7181 -4.5521  0.079
H42 4.5497 -1.0950 3.5478  0.095
H43 3.4032 7.6043 -2.1234  0.078
H44 -0.3000 2.8272 -7.0126  0.074
H45 1.6185 6.4560 1.1931  0.044
H46 -0.8830 3.6385 -5.5358  0.073
H47 2.1060 -0.0038 3.7570  0.118
H48 -7.9686 1.4196 -2.6952  0.077

Cartesian forces (eV/Å) of the 2 atoms listed first:
1.42 -0.18 -2.55
0.19 0.25 -0.41

2.
A molecular structure, C25H48FeP4S at a distorted geometry, computed with wB97M-V/def2-TZVPD.

Computed properties:
Orbital gap (alpha / beta), eV: 6.1 / 4.2
ΔE to the lowest compared entry with this formula, charge and spin, kcal per mole: 166.8
Strongest force on any atom, eV/Å: 3.47
E_HOMO (alpha / beta), eV: -16.19 / -16.12
E_LUMO (alpha / beta), eV: -10.09 / -11.88
Total charge: +3
Molecular weight, g mol⁻¹: 560.467
Spin multiplicity: 6

Each line ends with the Löwdin charge.
Element x y z (Å)
Fe1 -1.8333 -0.6970 -0.7421  0.165
S1 -3.6500 0.6977 -1.5718  0.867
P1 0.2750 -0.1349 1.7871  0.745
P2 0.2764 -2.0119 -0.7079  0.771
P3 -2.5281 -1.5506 1.1325  0.685
P4 1.8624 1.3841 -1.6470  1.051
C1 4.4847 1.3392 -0.5386  -0.058
C2 -7.5840 1.5080 -3.5263  0.015
C3 0.0405 -3.7484 -0.0749  -0.220
C4 -5.9239 -0.1684 -2.8988  -0.042
C5 2.1373 -1.9190 -0.5064  -0.229
C6 5.8308 0.9330 -0.4729  -0.018
C7 0.9705 -1.4768 2.8445  -0.257
C8 4.2158 0.1813 -2.6748  -0.091
C9 -1.4991 2.5630 0.1411  -0.110
C10 1.5512 1.7170 -3.4557  -0.215
C11 -5.2241 0.7472 -2.0467  -0.656
C12 -5.9650 1.9012 -1.8046  -0.083
C13 5.5253 -0.2345 -2.5841  -0.004
C14 0.2067 -2.2041 -2.5287  -0.306
C15 -2.2814 -2.7299 2.5078  -0.232
C16 -1.7881 2.9219 -1.1413  -0.128
C17 6.3446 0.1234 -1.4595  0.022
C18 3.6969 0.9697 -1.6243  -0.358
C19 1.9809 3.1189 -1.1229  -0.258
C20 -7.0522 2.2973 -2.5392  -0.027
C21 -3.3261 -2.8510 0.0658  -0.251
C22 -0.6777 0.6926 3.1304  -0.266
C23 1.7691 0.9550 1.7991  -0.292
C24 -3.7518 -0.3310 1.8228  -0.227
C25 -7.0685 0.2001 -3.6405  -0.008
H1 1.4508 -1.0109 3.7217  0.071
H2 -3.2843 -3.2046 2.6168  0.087
H3 1.0568 0.8747 -3.9387  0.037
H4 -1.5743 -3.5178 2.2229  0.041
H5 -0.8509 -2.1702 -2.8650  0.014
H6 -1.0592 2.5616 -1.9011  0.028
H7 1.7246 -2.0402 2.2957  0.030
H8 -3.7631 0.6560 1.3350  0.013
H9 3.6407 -0.0730 -3.5292  0.102
H10 5.9958 -0.8303 -3.3952  0.142
H11 2.4942 1.9207 -3.9639  0.064
H12 -4.7628 -0.7635 1.7162  0.068
H13 0.1830 -2.1563 3.1792  0.023
H14 0.9125 2.6126 -3.5232  0.059
H15 -5.6856 2.4103 -0.9399  0.101
H16 2.5942 -2.9271 -0.4922  0.082
H17 4.0613 1.9695 0.2775  0.121
H18 -3.0454 -3.8534 0.4929  0.070
H19 1.5331 1.9621 1.4595  0.010
H20 0.0063 1.1344 3.8719  0.070
H21 -4.3991 -2.7529 0.2695  0.063
H22 -1.3367 0.0018 3.6683  0.036
H23 -8.4479 1.7432 -4.1480  0.142
H24 2.2268 1.0309 2.8035  0.075
H25 1.0479 3.7024 -1.3219  0.065
H26 -7.5789 3.2194 -2.3422  0.135
H27 0.7944 -1.4162 -3.0217  0.038
H28 -2.0074 -2.2791 3.4663  0.053
H29 -0.9542 -4.1286 -0.3559  0.044
H30 0.1953 -3.7767 1.0122  0.039
H31 -7.5205 -0.5898 -4.2602  0.134
H32 -0.4783 2.5761 0.6009  0.039
H33 2.4346 -1.4690 0.4498  0.010
H34 -3.5686 -0.2059 2.9078  0.062
H35 0.6009 -3.1826 -2.8050  0.062
H36 -2.4896 3.6801 -1.6405  0.109
H37 -1.4432 -0.8513 -2.2490  0.013
H38 0.8158 -4.3933 -0.5248  0.071
H39 -5.5270 -1.2046 -2.8187  0.123
H40 2.8575 3.5583 -1.6069  0.079
H41 2.5999 -1.3526 -1.3204  0.002
H42 6.4257 1.2847 0.3459  0.124
H43 2.1338 3.2138 -0.0344  0.038
H44 -3.1690 -2.7993 -1.0313  0.046
H45 2.5289 0.5412 1.1365  -0.008
H46 -2.1013 2.0576 0.9206  0.020
H47 7.3921 -0.2342 -1.3915  0.148
H48 -1.2922 1.4893 2.7208  0.018

Cartesian forces (eV/Å) of the 2 atoms listed first:
1.75 1.17 -1.00
1.22 0.11 0.95

Among the records above, which one has the lowest total charge? C25H48FNO12